(1)
Here is a molecular structure, C32H50N7OP2Zr at a distorted geometry from OMol25. Energies are from wB97M-V/def2-TZVPD.

Summary:
Highest occupied orbital energy (alpha / beta) ... -15.07 / -15.07 eV
Total charge ... +3
LUMO (alpha / beta) ... -0.3942 / -0.3941 Ha
Orbital gap (alpha / beta) ... 0.159 / 0.160 Ha

Structure (XYZ):
```
93
C32H50N7OP2Zr, DFT wB97M-V/def2-TZVPD
C -2.0195 -1.6850 -0.7117
C 0.1868 -1.5561 -1.6127
C -2.3355 -2.6634 -1.6160
C -0.1464 -2.5496 -2.5638
C -1.3923 -3.0977 -2.5444
H -3.3150 -3.1436 -1.5302
H 0.5815 -2.7668 -3.3900
H -1.6554 -3.8413 -3.2801
N -0.7460 -1.2140 -0.6231
P -2.6558 0.5998 0.8426
P 2.3883 -0.6498 -0.0245
C -3.0533 -1.1165 0.2419
H -4.0529 -1.1249 -0.2246
H -3.1701 -1.7718 1.1189
C 0.0889 1.5453 2.7225
O 0.0561 2.2626 3.6655
C 1.6116 -1.3081 -1.4824
H 2.0751 -1.0030 -2.4442
C 3.8192 0.5942 -0.2872
C 3.0604 -2.3882 0.3213
C -3.4527 1.6659 -0.5235
C -3.5839 0.7325 2.4723
C 3.3972 1.9659 0.2863
H 3.0884 1.8822 1.3422
H 4.2777 2.6272 0.2313
H 2.5885 2.4444 -0.2783
C 5.0738 0.1478 0.4716
H 4.8699 0.0336 1.5427
H 5.4965 -0.7791 0.0728
H 5.8268 0.9396 0.3522
C 4.1109 0.7168 -1.7847
H 4.9210 1.4561 -1.8961
H 4.4502 -0.2291 -2.2323
H 3.2326 1.0872 -2.3323
C 3.6307 -2.4200 1.7459
H 3.0200 -1.8246 2.4366
H 3.6297 -3.4554 2.1223
H 4.6565 -2.0424 1.8000
C 1.9121 -3.4133 0.2659
H 1.0901 -3.1536 0.9471
H 1.4980 -3.5082 -0.7421
H 2.2942 -4.4046 0.5562
C 4.1074 -2.7578 -0.7537
H 4.0530 -2.1504 -1.6627
H 5.1287 -2.7008 -0.3619
H 3.9427 -3.7948 -1.0759
C -3.3816 2.1430 3.0579
H -3.8245 2.1774 4.0683
H -2.3163 2.3896 3.1562
H -3.8716 2.9181 2.4560
C -2.9568 -0.2815 3.4551
H -3.0949 -1.3196 3.1205
H -1.8837 -0.0931 3.5897
H -3.4438 -0.1750 4.4406
C -5.0846 0.4167 2.3438
H -5.4921 0.2129 3.3484
H -5.6588 1.2613 1.9425
H -5.2742 -0.4743 1.7297
C -2.8009 1.3053 -1.8714
H -3.2761 1.9177 -2.6557
H -1.7356 1.5331 -1.8702
H -2.9410 0.2506 -2.1315
C -3.1441 3.1442 -0.2290
H -2.0648 3.3117 -0.0954
H -3.4725 3.7513 -1.0887
H -3.6710 3.5224 0.6562
C -4.9703 1.4485 -0.6623
H -5.2381 0.3883 -0.7752
H -5.5397 1.8782 0.1709
H -5.3061 1.9664 -1.5762
Zr -0.0213 0.2732 0.8906
N 0.3639 1.7367 -0.6940
C 0.6327 1.6891 -1.8703
C 0.9265 1.7443 -3.2138
C 0.8033 3.1299 -3.4332
C 1.1227 0.8295 -4.2907
C 0.8889 3.6047 -4.6907
H 0.6253 3.7445 -2.5195
C 1.2001 1.4119 -5.5405
H 1.1661 -0.2576 -4.1475
C 1.1022 2.7792 -5.7756
H 0.8020 4.6783 -4.7667
H 1.3625 0.7840 -6.3926
H 1.1961 3.2039 -6.7651
N 1.5586 -1.4127 5.7723
N 0.7029 -1.4333 4.6834
N 0.1825 -2.6269 4.2934
C -0.1430 -2.3723 3.0385
N 0.2274 -1.1283 2.6389
N 0.8940 -0.5664 3.6708
H 1.6925 -0.4596 6.0923
H 1.2085 -2.0434 6.4787
H -0.6370 -3.0888 2.3819
```


(2)
Here is a molecular structure, C32H50N8 at a distorted geometry from OMol25. Energies are from wB97M-V/def2-TZVPD.

Summary:
Highest occupied orbital energy ... -7.74 eV
Total charge ... 0
LUMO ... -0.0024 Ha
Orbital gap ... 0.282 Ha
Relative energy (zero: lowest compared OMol25 entry of this formula, charge and spin) ... 374.2 kcal per mole

Structure (XYZ):
```
90
C32H50N8, DFT wB97M-V/def2-TZVPD
C 19.9607 31.8463 19.4693
C 19.9890 30.3112 19.7333
C 19.9197 29.8277 21.1862
C 18.7304 30.2633 21.9450
N 17.7889 30.5581 22.5820
H 20.0524 32.0694 18.4063
H 20.8093 32.3106 19.9717
H 19.0210 32.2520 19.8441
H 20.8790 29.8685 19.2862
H 19.2123 29.7945 19.1694
H 20.7578 30.1956 21.7781
H 19.8131 28.7432 21.1601
C 22.9271 31.7040 20.5544
C 23.5978 32.5579 19.4287
C 25.0708 32.4008 19.2863
C 25.6316 32.9600 18.0245
N 26.0963 33.3601 17.0588
H 23.0527 30.6302 20.4152
H 21.8906 31.9700 20.7621
H 23.4759 31.8791 21.4798
H 23.2559 33.5873 19.5363
H 23.0537 32.2133 18.5494
H 25.4858 31.4028 19.1453
H 25.6858 32.6718 20.1445
C 19.8833 28.1100 18.9452
C 20.2951 26.7956 18.3355
C 20.3814 25.6643 19.3440
C 21.2439 25.8355 20.5240
N 21.9261 25.9198 21.4541
H 18.8118 28.1487 19.1414
H 20.2843 28.9215 18.3380
H 20.3268 28.2832 19.9256
H 21.2588 26.8419 17.8285
H 19.5269 26.5221 17.6123
H 20.7665 24.7533 18.8858
H 19.3642 25.3733 19.6058
C 27.7101 29.6861 16.6741
C 26.8181 28.9951 17.7023
C 26.4340 29.8310 18.9443
C 27.5471 30.4282 19.5863
N 28.4772 30.9683 20.0535
H 27.3015 30.6547 16.3862
H 27.7179 29.0345 15.8003
H 28.7142 29.8554 17.0630
H 27.4663 28.1544 17.9500
H 25.9340 28.5899 17.2101
H 25.9417 29.2648 19.7349
H 25.8193 30.6807 18.6474
C 23.8464 28.9343 20.1734
C 22.7068 28.8751 19.1562
C 23.1915 28.9977 17.6663
C 23.9500 30.2530 17.3393
N 24.4895 31.2375 17.1131
H 23.4142 29.0128 21.1710
H 24.5237 29.7618 19.9623
H 24.4490 28.0262 20.1917
H 22.0023 29.6890 19.3274
H 22.1344 27.9603 19.3097
H 22.3598 28.9496 16.9634
H 23.9378 28.2097 17.5656
N 23.5845 31.6007 13.9182
C 24.6105 31.4496 14.8512
C 25.7080 30.9289 14.1658
C 25.2656 30.6466 12.8421
C 24.0115 31.1478 12.6873
H 22.6198 31.8376 14.1006
H 24.5187 31.7755 15.8768
H 26.6846 30.8076 14.6106
H 25.9339 30.2596 12.0870
H 23.3243 31.1130 11.8548
N 20.9171 32.3156 16.4133
C 19.9722 31.3178 16.3255
C 20.6580 30.1457 16.0876
C 22.0210 30.4565 15.9229
C 22.1730 31.7890 16.2007
H 20.6990 33.2659 16.6770
H 18.9528 31.6523 16.4494
H 20.2576 29.1441 16.0329
H 22.7608 29.6937 15.7300
H 23.0554 32.3888 16.3685
N 20.1926 28.2985 22.7049
C 21.4307 28.3616 22.1910
C 22.0857 29.4334 22.7681
C 21.1329 30.0471 23.6414
C 20.0677 29.2035 23.6649
H 19.4688 27.6279 22.4893
H 21.8199 27.6038 21.5271
H 23.1012 29.7062 22.5219
H 21.2977 30.9318 24.2384
H 19.1407 29.1607 24.2174
```


(3)
Here is a molecular structure, C32H50P2Re at a distorted geometry from OMol25. Energies are from wB97M-V/def2-TZVPD.

Summary:
Highest occupied orbital energy (alpha / beta) ... -13.49 / -13.48 eV
Total charge ... +2
LUMO (alpha / beta) ... -0.2008 / -0.3175 Ha
Orbital gap (alpha / beta) ... 0.295 / 0.178 Ha
Multiplicity ... 4
Relative energy (zero: lowest compared OMol25 entry of this formula, charge and spin) ... 72.8 kcal per mole

Structure (XYZ):
```
85
C32H50P2Re, DFT wB97M-V/def2-TZVPD
Re -0.2042 0.1438 -0.0102
C -1.8385 1.7344 0.0847
C -2.2033 0.7684 -0.9460
C -2.0892 -0.4649 1.0478
C -1.8395 0.9762 1.3326
C -2.3538 -0.5907 -0.3780
C -1.9331 3.2668 -0.0366
H -1.6019 3.6115 -1.0154
H -1.3277 3.7752 0.7090
H -2.9634 3.5954 0.0982
C -1.8404 1.5784 2.7496
H -1.6514 2.6489 2.7481
H -1.1143 1.1037 3.4056
H -2.8186 1.4355 3.2077
C -2.3494 -1.5404 2.1166
H -3.4136 -1.6117 2.3391
H -1.8323 -1.3118 3.0481
H -2.0095 -2.5203 1.7892
C -3.2863 -1.7353 -0.8570
H -4.3148 -1.4710 -0.6109
H -3.0846 -2.6634 -0.3256
H -3.2896 -1.9716 -1.9149
C -3.0756 1.3096 -2.1028
H -4.0000 1.7013 -1.6782
H -3.4072 0.5523 -2.8089
H -2.6237 2.1474 -2.6255
C 1.3362 0.5388 -3.4296
C 0.3181 1.4080 -3.5818
C -0.2610 1.7731 -4.9322
C -1.1215 0.6237 -5.4812
C -1.1646 -0.6037 -4.5542
C -0.1447 -1.4442 -4.4769
C 1.1730 -1.2346 -5.2246
C 2.0405 -0.1348 -4.5960
H 0.5462 2.0028 -5.6282
H -0.7166 0.3225 -6.4464
H -0.8272 2.7007 -4.8494
H 2.3064 0.6106 -5.3458
H 1.7481 0.1805 -2.5150
H -0.2026 1.9105 -2.8094
H 2.9948 -0.5358 -4.2549
H 1.7081 -2.1763 -5.3343
H -0.2728 -2.4355 -4.1188
H 0.9630 -0.9687 -6.2593
H -2.1181 0.9514 -5.7664
H -2.1169 -0.9341 -4.2367
P 1.4199 1.7988 0.5466
C 1.1800 2.7350 2.1836
H 2.0520 3.3495 2.4053
H 1.0409 2.0702 3.0326
H 0.3300 3.4077 2.1231
C 3.2444 1.3763 0.8367
H 3.7860 2.2272 1.2493
H 3.7280 1.0967 -0.0987
H 3.3354 0.5433 1.5333
C 1.7541 3.4229 -0.3918
H 2.2527 3.2309 -1.3415
H 2.4085 4.0787 0.1821
H 0.8262 3.9599 -0.5834
P 0.7074 -1.9892 -0.2690
C -0.4034 -3.5105 -0.6314
H 0.1938 -4.3351 -1.0218
H -1.1967 -3.3053 -1.3423
H -0.9247 -3.8637 0.2580
C 2.4315 -2.4688 -0.9274
H 2.4105 -2.6717 -1.9874
H 2.8329 -3.3821 -0.4899
H 3.1484 -1.6737 -0.7258
C 1.1777 -3.0278 1.2891
H 1.3997 -4.0702 1.0559
H 0.3674 -3.0363 2.0188
H 2.0727 -2.6322 1.7710
C 0.4743 -0.3467 2.0517
C 0.7307 -0.5911 3.2099
C 0.9779 -0.7371 4.6220
C -0.1085 -0.7293 5.5117
C 0.1056 -0.8358 6.8873
C 1.4059 -0.9480 7.3836
C 2.4931 -0.9539 6.5023
C 2.2819 -0.8469 5.1214
H -1.1235 -0.6341 5.1484
H -0.7372 -0.8261 7.5673
H 1.5693 -1.0266 8.4507
H 3.4989 -1.0366 6.8917
H 3.1298 -0.8441 4.4480
```


(4)
Here is a molecular structure, C32H51As4OPTi from OMol25. Energies are from wB97M-V/def2-TZVPD.

Summary:
Highest occupied orbital energy ... -17.44 eV
Total charge ... +4
LUMO ... -0.4785 Ha
Orbital gap ... 0.163 Ha
Relative energy (zero: lowest compared OMol25 entry of this formula, charge and spin) ... 4.3 kcal per mole

Structure (XYZ):
```
90
C32H51As4OPTi, DFT wB97M-V/def2-TZVPD
Ti -0.3775 0.9739 -0.2689
C -1.1961 2.7616 2.8723
As -0.7157 0.9558 2.3461
C 0.8198 0.5290 3.4471
C -2.2659 -0.0932 2.8999
C -2.3836 -1.5770 2.4885
C -3.5075 -2.1415 3.3779
C -2.8571 -1.6934 1.0346
As -1.5921 -1.3328 -0.4283
C -2.7137 -1.3892 -2.0041
C -0.3072 -2.7617 -0.6516
C -1.0670 -2.3168 2.7067
As -0.7610 -4.3218 2.6018
C -1.2721 -4.7951 4.4267
C -2.3327 -5.0839 1.6931
H -0.3436 3.4235 2.7426
H -1.4665 2.7285 3.9293
H -2.0554 3.1122 2.3030
H 0.4658 0.5563 4.4796
H 1.5843 1.2919 3.3055
H 1.1995 -0.4626 3.2215
H -3.1392 0.4829 2.5792
H -2.2309 -0.0192 3.9922
H -4.4222 -1.5553 3.2780
H -3.2012 -2.1179 4.4240
H -3.7366 -3.1726 3.1224
H -3.7277 -1.0628 0.8363
H -3.1474 -2.7248 0.8114
H -3.1297 -2.3975 -2.0628
H -2.1358 -1.1961 -2.9057
H -3.5312 -0.6775 -1.9049
H -0.8165 -3.6970 -0.4225
H 0.5449 -2.6450 0.0142
H 0.0185 -2.7695 -1.6910
H -0.7045 -2.0955 3.7172
H -0.3080 -1.8832 2.0301
H -0.6052 -4.2883 5.1234
H -1.1192 -5.8670 4.5469
H -2.3076 -4.5592 4.6625
H -2.3441 -4.9091 0.6169
H -3.2977 -4.8160 2.1178
H -2.2166 -6.1629 1.8132
C -2.9944 4.4010 -1.8002
As -1.8072 3.1897 -2.6602
C -0.2297 4.0021 -3.3437
C -2.6801 2.0561 -3.9128
O -1.2221 2.0855 -1.3630
H -3.3860 5.0704 -2.5711
H -2.4517 4.9893 -1.0614
H -3.8213 3.8579 -1.3455
H -0.4746 4.4416 -4.3132
H 0.5291 3.2312 -3.4754
H 0.1123 4.7826 -2.6654
H -2.9919 2.6850 -4.7510
H -3.5622 1.6060 -3.4605
H -1.9831 1.3012 -4.2731
C 3.5375 -3.5813 -0.1711
C 3.4389 -3.1373 -1.4844
C 2.9885 -1.8536 -1.7520
C 2.6475 -1.0088 -0.6903
C 2.7645 -1.4537 0.6343
C 3.2066 -2.7395 0.8883
P 1.9842 0.6063 -1.0061
C 2.6233 1.8285 0.1290
C 1.7744 2.8647 0.5481
C 2.2370 3.8671 1.3857
C 3.5629 3.8375 1.8091
C 4.4077 2.8028 1.4176
C 3.9444 1.7952 0.5841
C 2.0597 1.0930 -2.7239
C 3.0215 2.0055 -3.1628
C 3.1024 2.3161 -4.5147
C 2.2327 1.7213 -5.4203
C 1.2698 0.8127 -4.9833
C 1.1818 0.4983 -3.6366
H 3.8938 -4.5828 0.0307
H 3.7277 -3.7881 -2.2982
H 2.9359 -1.5095 -2.7771
H 2.5530 -0.7863 1.4628
H 3.3187 -3.0867 1.9065
H 0.7191 2.9426 0.2380
H 1.5857 4.6752 1.6911
H 3.9423 4.6258 2.4460
H 5.4354 2.7912 1.7552
H 4.6134 0.9995 0.2792
H 3.7108 2.4671 -2.4656
H 3.8580 3.0075 -4.8631
H 2.3150 1.9546 -6.4737
H 0.6148 0.3322 -5.6983
H 0.4573 -0.2470 -3.3097
```


(5)
Here is 6 unconnected molecules or ions with the total composition C32H51BF6NO16S2 at a distorted geometry from OMol25. Energies are from wB97M-V/def2-TZVPD.

Summary:
Highest occupied orbital energy ... -4.67 eV
Total charge ... -1
LUMO ... 0.0532 Ha
Orbital gap ... 0.225 Ha

Structure (XYZ):
```
109
C32H51BF6NO16S2, DFT wB97M-V/def2-TZVPD
C 3.6039 1.2311 3.0749
C 2.9827 2.6250 2.6187
O 3.2083 2.7482 1.2244
C 1.9725 2.5381 0.5265
C 2.0774 2.7123 -1.0192
B 2.7669 4.1145 -1.5384
C 4.4215 3.8681 -1.4526
C 5.2713 4.8767 -2.3156
C 2.4771 4.4341 -3.1466
C 0.9716 4.2593 -3.6044
C 0.7043 3.0759 -4.5991
S -0.3668 1.7785 -3.8191
C 0.6317 0.3540 -3.3629
S 2.1542 0.1174 -3.9934
N -0.0273 -0.5267 -2.4290
C -0.0055 -1.9305 -2.8879
C 1.2494 -2.7766 -2.4714
C 0.4987 -0.3333 -1.0707
C -0.2446 -1.1544 0.0257
C 2.4729 5.4234 -0.5783
C 1.0741 6.0637 -0.7553
C -0.0890 5.2353 -0.1513
F 1.0828 7.3044 -0.0192
H 2.8713 0.7455 3.7568
H 4.5700 1.4224 3.5800
H 3.7098 0.6291 2.1561
H 3.4230 3.4761 3.1817
H 1.9090 2.5860 2.8937
H 1.1777 3.1575 0.9870
H 1.6774 1.4648 0.7184
H 2.7387 1.8779 -1.3769
H 1.0655 2.4938 -1.4345
H 4.7015 2.8444 -1.8179
H 4.7906 3.9766 -0.4032
H 5.0537 5.9461 -2.1246
H 6.3481 4.7204 -2.0419
H 5.2271 4.6757 -3.4095
H 2.7618 5.4818 -3.4105
H 3.1004 3.7154 -3.7392
H 0.6531 5.2018 -4.1134
H 0.3159 4.1572 -2.7125
H 0.0712 3.4819 -5.4238
H 1.6072 2.6580 -5.0783
H -0.8939 -2.4403 -2.4449
H -0.1649 -1.9584 -3.9829
H 1.5049 -3.4387 -3.3321
H 2.1468 -2.1481 -2.3144
H 1.0803 -3.4491 -1.6081
H 0.3337 0.7386 -0.8222
H 1.6044 -0.4662 -0.9982
H 0.4726 -1.2751 0.8718
H -0.5596 -2.1682 -0.2818
H -1.0894 -0.5790 0.4551
H 3.2118 6.2086 -0.8837
H 2.6425 5.2531 0.5067
H 0.8773 6.3740 -1.8053
H 0.0984 5.1862 0.9423
H -1.0660 5.7544 -0.2483
H -0.1455 4.1961 -0.5170
C -3.7673 -1.8073 -6.6401
C -3.8634 -1.2232 -5.2616
O -4.0299 -2.3700 -4.4446
C -3.4031 -3.3885 -5.0921
O -3.1129 -4.4227 -4.5908
O -3.1459 -3.0681 -6.3878
F -4.9608 -0.4336 -5.1355
H -4.7484 -1.9688 -7.0930
H -3.1646 -1.1988 -7.3123
H -2.9756 -0.6715 -4.9411
C -4.3435 4.0087 2.3576
C -4.1353 4.1227 0.8755
O -2.7350 4.2966 0.7644
C -2.1913 3.6563 1.8408
O -1.0497 3.3612 1.9438
O -3.1349 3.3876 2.7840
F -4.7556 5.2236 0.3728
H -4.4425 4.9846 2.8391
H -5.2086 3.3989 2.6144
H -4.4400 3.2397 0.3083
C -3.3940 -2.7365 1.9767
C -4.8484 -2.8530 2.3254
O -5.2885 -1.5083 2.2816
C -4.4882 -0.8784 1.3747
O -4.7306 0.1749 0.8892
O -3.3833 -1.6158 1.0947
F -5.0211 -3.3312 3.5858
H -2.7699 -2.5210 2.8472
H -3.0117 -3.6256 1.4828
H -5.4343 -3.4531 1.6246
C -1.9206 -7.7367 1.8392
C -1.4983 -6.3199 1.5819
O -1.6082 -5.7193 2.8614
C -1.3905 -6.7176 3.7606
O -1.1447 -6.5401 4.9065
O -1.4808 -7.9401 3.1808
F -2.3560 -5.6997 0.7337
H -3.0044 -7.8633 1.7883
H -1.4508 -8.4451 1.1592
H -0.4750 -6.2128 1.2148
C 2.5124 -5.8118 7.3480
C 1.8832 -6.0591 6.0083
O 2.8153 -6.9239 5.3786
C 3.4205 -7.6193 6.3788
O 4.0562 -8.6064 6.2183
O 3.1968 -7.0423 7.5886
F 1.7922 -4.9136 5.2871
H 3.2336 -4.9916 7.3243
H 1.7773 -5.6122 8.1258
H 0.9060 -6.5435 6.0508
```